Entry 1:
C17H29AsPtS4 as an isolated structure at a distorted geometry, computed with ωB97M-V/def2-TZVPD.

Cartesian coordinates (Å):
Pt: 1.295 1.445 0.340
As: 3.488 3.249 1.376
S: 1.327 3.273 1.926
S: 4.316 5.198 1.319
S: 3.239 2.429 -0.673
S: 4.588 1.954 2.640
C: 1.451 -2.966 -2.307
C: 0.768 -0.607 3.050
C: -0.249 -0.162 0.754
C: -0.441 -0.278 -1.537
C: 0.800 -0.831 -1.234
C: -2.937 0.981 -1.897
C: -3.581 0.138 0.309
C: -1.291 0.724 2.948
C: 1.663 -0.829 -3.585
C: -2.453 0.869 -0.441
C: 0.957 -0.730 0.176
C: -0.537 -0.415 2.250
C: -2.301 2.306 0.085
C: -1.117 0.135 -0.362
C: -1.335 -1.726 2.366
C: 3.215 -1.294 -1.697
C: 1.775 -1.466 -2.196
H: -2.293 0.879 2.551
H: -1.548 -1.959 3.415
H: -3.086 -0.005 -2.342
H: 3.923 -1.695 -2.430
H: 1.534 -3.444 -1.329
H: -0.756 -2.551 1.942
H: -1.390 0.499 4.013
H: 1.839 0.247 -3.517
H: 0.431 -3.109 -2.670
H: 0.675 -0.992 -4.024
H: 3.437 -0.239 -1.531
H: -1.920 2.322 1.103
H: -2.229 1.540 -2.510
H: -2.281 -1.667 1.830
H: -1.583 2.845 -0.534
H: 1.475 0.201 2.857
H: 3.373 -1.816 -0.751
H: 1.684 -1.302 0.734
H: -3.260 2.836 0.057
H: -3.652 -0.895 -0.039
H: -0.722 1.649 2.845
H: -3.892 1.513 -1.920
H: 2.409 -1.262 -4.258
H: -4.539 0.632 0.118
H: -3.424 0.127 1.385
H: 1.257 -1.557 2.820
H: 2.144 -3.462 -2.996
H: 0.546 -0.607 4.120
H: -0.795 -0.123 -2.545

Calculated values
LUMO (spin up / spin down) in eV: 4.3965 / 4.3784
Energy in eV: -125528.4046
HOMO (spin up / spin down) in eV: -0.4195 / -0.8325
Orbital gap (spin up / spin down) in eV: 4.82 / 5.21
Charge: -2
2S+1: 3

Here is what natural (NBO) gives for the atomic charges, in e:
1. Pt 0.659
2. As 0.973
3. S -0.655
4. S -0.824
5. S -0.685
6. S -0.821
7. C -0.588
8. C -0.613
9. C -0.102
10. C -0.299
11. C -0.051
12. C -0.596
13. C -0.597
14. C -0.612
15. C -0.596
16. C -0.086
17. C -0.414
18. C -0.084
19. C -0.603
20. C -0.071
21. C -0.602
22. C -0.607
23. C -0.085
24. H 0.186
25. H 0.187
26. H 0.198
27. H 0.182
28. H 0.204
29. H 0.201
30. H 0.189
31. H 0.228
32. H 0.199
33. H 0.192
34. H 0.258
35. H 0.229
36. H 0.213
37. H 0.199
38. H 0.228
39. H 0.264
40. H 0.204
41. H 0.232
42. H 0.177
43. H 0.200
44. H 0.248
45. H 0.190
46. H 0.188
47. H 0.187
48. H 0.207
49. H 0.190
50. H 0.184
51. H 0.192
52. H 0.201

Entry 2:
An isolated ion of composition C17H29B2F4N4O5 and charge +1 at a distorted geometry, computed with ωB97M-V/def2-TZVPD.

Cartesian coordinates (Å):
F: 2.976 0.023 3.666
F: 2.633 -3.370 3.416
F: -1.502 3.341 -1.762
F: 1.856 -1.230 5.107
O: -1.317 -2.611 -1.751
O: -0.741 3.047 0.920
O: 2.642 2.161 0.832
O: -1.420 -2.757 2.335
O: 2.307 2.981 -1.352
N: 2.490 -0.295 -2.369
N: 0.951 -1.199 -0.753
N: 1.093 0.939 -0.806
N: -1.237 -1.610 0.387
C: 1.588 -0.230 -1.369
C: 2.374 -2.115 3.039
C: -3.436 1.128 1.431
C: -0.968 2.178 -2.300
C: -1.858 -2.038 -0.864
C: -1.071 -2.813 1.218
C: -0.066 -0.777 0.259
C: 0.807 -0.792 1.597
C: -1.944 1.092 1.963
C: 2.406 -1.132 3.928
C: -0.218 0.702 -0.212
C: -3.364 -1.733 -1.005
C: -0.547 -4.163 0.711
C: -1.723 1.980 -3.664
C: 3.711 3.340 -1.385
C: 1.991 -1.832 1.571
C: -1.209 0.921 -1.464
B: -0.915 1.655 0.874
B: 2.020 2.022 -0.410
H: 0.073 2.394 -2.580
H: 1.700 -2.808 1.159
H: 3.210 1.386 0.977
H: 3.904 4.024 -0.545
H: 4.378 2.463 -1.366
H: 0.990 -2.155 -1.095
H: -3.833 -1.857 -0.013
H: 0.057 3.185 1.462
H: -1.665 0.110 2.368
H: -1.930 1.793 2.818
H: -3.792 0.101 1.276
H: -4.087 1.566 2.204
H: -1.367 -4.698 0.201
H: 3.470 -0.394 -2.137
H: 2.248 -0.241 -3.348
H: -2.762 2.297 -3.468
H: 2.852 -1.397 1.037
H: -2.235 0.930 -1.063
H: -3.527 1.759 0.533
H: 0.260 -4.068 -0.038
H: 3.872 3.884 -2.326
H: -1.038 0.045 -2.116
H: -3.854 -2.445 -1.681
H: -3.530 -0.708 -1.368
H: -1.316 2.632 -4.449
H: -1.699 0.927 -3.987
H: -0.207 -4.804 1.534
H: 1.325 0.175 1.727
H: 0.191 -0.904 2.497

Calculated values
SMILES: CCB(O)[C@@]1(C[C@@H](C)F)N(B(O)OC)C(N)=[NH+][C@]1(CCC(F)=C(F)F)N(C(C)=O)C(C)=O
Energy above the lowest of the compared OMol25 structures with the same formula, charge and spin in kcal per mole: 62.8
LUMO in eV: -3.5346
Energy in eV: -46513.9890
HOMO in eV: -11.6677
Orbital gap in eV: 8.13
Charge: +1

Here is what natural (NBO) gives for the atomic charges, in e:
1. F -0.295
2. F -0.293
3. F -0.350
4. F -0.270
5. O -0.534
6. O -0.928
7. O -0.901
8. O -0.469
9. O -0.706
10. N -0.893
11. N -0.565
12. N -0.686
13. N -0.636
14. C 0.718
15. C 0.218
16. C -0.593
17. C 0.200
18. C 0.746
19. C 0.711
20. C 0.450
21. C -0.469
22. C -0.828
23. C 0.671
24. C -0.292
25. C -0.724
26. C -0.737
27. C -0.639
28. C -0.255
29. C -0.471
30. C -0.449
31. B 1.166
32. B 1.291
33. H 0.189
34. H 0.235
35. H 0.499
36. H 0.207
37. H 0.165
38. H 0.450
39. H 0.241
40. H 0.511
41. H 0.232
42. H 0.247
43. H 0.211
44. H 0.233
45. H 0.265
46. H 0.428
47. H 0.448
48. H 0.231
49. H 0.212
50. H 0.246
51. H 0.203
52. H 0.212
53. H 0.211
54. H 0.225
55. H 0.253
56. H 0.251
57. H 0.231
58. H 0.203
59. H 0.269
60. H 0.235
61. H 0.268

Entry 3:
C17H29BaCl2N6O5 as an isolated structure at a distorted geometry, computed with ωB97M-V/def2-TZVPD.

Cartesian coordinates (Å):
Ba: 0.447 -0.518 0.024
Cl: 0.890 -3.804 0.884
Cl: 3.404 -2.309 0.459
O: 1.310 -0.167 -2.485
O: 1.676 -2.835 -2.671
O: -0.721 -2.184 -1.639
O: -1.821 -2.197 -3.545
O: 3.315 -0.024 -1.616
N: -2.251 -1.836 1.755
N: -0.629 1.707 -1.669
N: -5.679 1.459 1.481
N: 0.273 2.627 1.154
N: 2.946 1.244 0.820
N: 0.340 0.316 3.123
C: 0.347 1.784 3.500
C: -0.700 -2.385 -2.848
C: 0.588 -2.870 -3.561
C: -2.686 -2.911 1.047
C: 2.617 -3.883 0.252
C: 2.738 -1.949 -3.008
C: 1.619 3.266 1.096
C: 2.663 2.577 0.228
C: -0.308 2.654 2.509
C: 2.503 -0.609 -2.319
C: -3.065 -0.793 1.853
C: -0.563 3.282 0.134
C: -4.303 -0.698 1.147
C: -0.124 3.044 -1.290
C: -5.113 0.484 1.308
C: -4.734 -1.806 0.393
C: -3.909 -2.931 0.370
H: -4.212 -3.774 -0.260
H: -0.535 3.898 -1.864
H: 2.844 -1.801 -4.080
H: 3.587 0.800 0.221
H: 3.652 -2.416 -2.628
H: 0.740 -2.304 -4.491
H: -0.613 4.382 0.406
H: 2.317 2.356 -0.776
H: 2.006 3.324 2.113
H: -1.573 1.838 -2.027
H: -2.709 0.027 2.445
H: 2.462 -4.192 -0.769
H: 3.077 -4.651 0.876
H: 1.511 4.337 0.892
H: 3.361 1.405 1.772
H: -1.359 2.294 2.452
H: 0.854 -0.156 3.868
H: -0.389 3.669 2.936
H: -0.099 1.341 -2.402
H: 0.463 -3.912 -3.907
H: -0.602 -0.059 3.176
H: 3.554 3.241 0.168
H: -1.981 -3.706 0.995
H: -5.666 -1.736 -0.132
H: -1.574 2.849 0.245
H: 0.909 3.132 -1.397
H: 1.411 2.044 3.626
H: -0.008 1.953 4.537
H: -2.499 -1.915 -2.882

Calculated values
Energy above the lowest of the compared OMol25 structures with the same formula, charge and spin in kcal per mole: 8.4
LUMO in eV: -2.9257
Energy in eV: -63013.5302
HOMO in eV: -11.7755
Orbital gap in eV: 8.85
Charge: +1

Here is what natural (NBO) gives for the atomic charges, in e:
1. Ba 1.814
2. Cl -0.101
3. Cl 0.010
4. O -0.899
5. O -0.540
6. O -0.728
7. O -0.641
8. O -0.711
9. N -0.464
10. N -0.900
11. N -0.246
12. N -0.483
13. N -0.888
14. N -0.878
15. C -0.232
16. C 0.832
17. C -0.167
18. C 0.057
19. C -0.356
20. C -0.175
21. C -0.252
22. C -0.235
23. C -0.236
24. C 0.735
25. C 0.068
26. C -0.214
27. C -0.186
28. C -0.248
29. C 0.242
30. C -0.117
31. C -0.247
32. H 0.243
33. H 0.197
34. H 0.202
35. H 0.401
36. H 0.207
37. H 0.230
38. H 0.179
39. H 0.205
40. H 0.198
41. H 0.369
42. H 0.199
43. H 0.248
44. H 0.240
45. H 0.196
46. H 0.358
47. H 0.192
48. H 0.378
49. H 0.199
50. H 0.405
51. H 0.226
52. H 0.353
53. H 0.195
54. H 0.212
55. H 0.245
56. H 0.196
57. H 0.209
58. H 0.193
59. H 0.204
60. H 0.505

Entry 4:
C17H29CrNO3S3Se2 as an isolated structure, computed with ωB97M-V/def2-TZVPD.

Cartesian coordinates (Å):
Se: -0.562 -2.168 -2.588
Se: 0.054 0.271 -1.839
Cr: 1.188 0.098 0.258
S: 2.654 -0.073 2.157
S: 0.952 2.357 0.826
S: 3.202 0.730 -0.952
O: 1.363 -1.998 -0.032
O: -3.672 -0.846 -4.422
O: -4.332 -0.351 -0.344
N: -0.439 -0.654 1.389
C: -2.490 -0.507 2.613
C: 4.172 -0.623 1.332
C: -2.760 0.013 -3.754
C: 3.069 1.657 2.566
C: 4.592 0.189 0.110
C: 1.954 3.206 -0.420
C: -2.784 -0.334 -2.269
C: -2.511 -1.884 2.774
C: 0.726 -2.736 1.015
C: -2.402 -1.797 -2.031
C: -1.850 0.574 -1.481
C: -1.477 -2.631 2.238
C: 3.287 2.553 -0.753
C: -0.456 -1.982 1.563
C: 1.882 2.588 2.373
C: -1.442 0.061 1.919
C: -4.213 -0.094 -1.740
H: 2.114 4.239 -0.105
H: 3.908 1.956 1.942
H: 3.940 -1.650 1.044
H: 3.664 2.966 -1.688
H: -3.279 0.122 2.999
H: 0.825 -2.179 -0.846
H: -4.690 -1.233 -0.222
H: -2.022 0.390 -0.427
H: 4.026 2.768 0.016
H: -3.023 -2.443 -2.650
H: -1.454 -3.708 2.339
H: 5.248 -0.419 -0.511
H: -3.559 -0.751 -5.372
H: 4.987 -0.661 2.056
H: -4.920 -0.692 -2.314
H: -1.747 -0.113 -4.144
H: -3.049 1.064 -3.877
H: -1.400 1.132 1.760
H: -2.044 1.629 -1.685
H: -3.322 -2.367 3.304
H: -2.525 -2.062 -0.983
H: 3.399 1.691 3.604
H: 1.471 -2.887 1.799
H: 0.418 -3.714 0.641
H: 2.195 3.630 2.449
H: 5.162 1.073 0.391
H: -4.467 0.958 -1.891
H: 1.138 2.419 3.155
H: 1.304 3.221 -1.294

Calculated values
Energy above the lowest of the compared OMol25 structures with the same formula, charge and spin in kcal per mole: 0.0
LUMO (spin up / spin down) in eV: -3.0032 / -2.8840
Energy in eV: -217346.5717
HOMO (spin up / spin down) in eV: -8.9853 / -9.4678
Orbital gap (spin up / spin down) in eV: 5.98 / 6.58
Charge: +1
2S+1: 2

Here is what natural (NBO) gives for the atomic charges, in e:
1. Se -0.005
2. Se 0.305
3. Cr -0.068
4. S 0.369
5. S 0.409
6. S 0.368
7. O -0.734
8. O -0.732
9. O -0.731
10. N -0.451
11. C -0.229
12. C -0.544
13. C -0.068
14. C -0.534
15. C -0.539
16. C -0.541
17. C -0.135
18. C -0.142
19. C -0.106
20. C -0.559
21. C -0.559
22. C -0.232
23. C -0.519
24. C 0.183
25. C -0.559
26. C 0.052
27. C -0.061
28. H 0.243
29. H 0.216
30. H 0.244
31. H 0.249
32. H 0.241
33. H 0.499
34. H 0.475
35. H 0.229
36. H 0.218
37. H 0.256
38. H 0.234
39. H 0.252
40. H 0.485
41. H 0.245
42. H 0.202
43. H 0.190
44. H 0.168
45. H 0.211
46. H 0.235
47. H 0.235
48. H 0.218
49. H 0.248
50. H 0.210
51. H 0.215
52. H 0.245
53. H 0.225
54. H 0.182
55. H 0.241
56. H 0.248